Here is an isolated ion of composition C5H5O3S2 and charge -1 in a non-equilibrium geometry from the OMol25 dataset. Energies are from the ωB97M-V functional and the def2-TZVPD basis.

Each line ends with the natural charge from an NBO analysis.
Geometry (Å):
S 2.023 -2.055 0.808  1.401
S 0.524 1.105 1.665  0.368
O 2.074 -3.013 -0.365  -1.057
O 0.709 -1.977 1.494  -1.021
O 2.017 -0.807 -1.650  -0.741
C -1.579 0.592 0.359  -0.245
C -0.467 0.020 -0.482  -0.298
C 2.100 -0.352 -0.341  -0.133
C 0.741 0.187 0.128  -0.140
C -1.172 1.166 1.531  -0.460
H -2.546 0.548 0.015  0.193
H 1.780 -1.743 -1.626  0.500
H -0.693 -0.463 -1.416  0.225
H -1.708 1.891 2.261  0.227
H 3.026 0.037 0.043  0.180

For the molar mass, the calculation gives 177.2 g/mol. The value obtained for the largest force on an atom is 3.970 eV/Å. Its total charge is -1. Its frontier orbital gap is 0.245 hartree. Its electronic energy is -1215.63037 hartree. Its spin multiplicity is 1. For the HOMO energy, the calculation gives -0.1275 hartree.

=====

Here is a 2-piece molecular cluster, C24H43NP overall in a non-equilibrium geometry from the OMol25 dataset. Energies are from the ωB97M-V functional and the def2-TZVPD basis.

Each line ends with the natural charge from an NBO analysis.
Geometry (Å):
P 0.183 -1.583 1.008  0.829
N 0.652 2.147 -2.045  -0.252
C 0.627 -0.339 3.444  -0.401
C 2.790 -3.104 1.377  -0.411
C 2.629 1.433 -3.403  -0.418
C -1.264 2.217 -0.513  -0.204
C 2.655 -2.353 0.052  -0.400
C -1.013 -1.365 -0.358  -0.712
C 0.257 1.556 -4.380  -0.410
C -3.937 -3.784 0.574  -0.603
C 1.759 1.527 -4.668  -0.407
C 1.783 -1.106 0.218  -0.716
C -0.078 2.534 -3.258  -0.242
C -2.509 -3.317 0.317  -0.402
C -3.906 2.804 0.269  -0.150
C -2.433 -1.820 0.004  -0.400
C 3.771 -4.259 1.250  -0.602
C -0.133 -0.154 2.123  -0.718
C 0.686 2.154 4.006  -0.609
C 2.111 2.245 -2.219  -0.224
C 0.293 0.757 4.462  -0.394
C -2.368 1.673 -1.221  -0.173
C -3.672 1.938 -0.806  -0.206
C -2.826 3.409 0.926  -0.220
C 0.118 1.917 -0.858  0.292
C -1.519 3.095 0.566  -0.100
H -3.009 4.128 1.724  0.240
H -0.619 -1.989 -1.176  0.227
H 1.988 0.676 -5.318  0.239
H 1.803 -3.479 1.689  0.225
H 1.737 2.196 3.698  0.200
H 0.789 0.509 5.407  0.213
H 0.266 3.542 -3.550  0.227
H 0.366 -1.314 3.883  0.222
H 2.743 0.380 -3.114  0.220
H -2.090 -3.875 -0.531  0.196
H 2.240 -3.031 -0.711  0.202
H 3.650 -2.050 -0.306  0.203
H 4.726 -3.908 0.849  0.200
H 0.549 2.867 4.825  0.223
H -1.011 -0.319 -0.690  0.190
H 0.153 0.779 1.615  0.178
H 0.836 1.760 -0.043  0.239
H 3.641 1.794 -3.621  0.242
H -0.068 0.546 -4.098  0.212
H -0.668 3.556 1.073  0.220
H -0.783 0.725 4.658  0.198
H -2.198 1.008 -2.074  0.226
H -2.837 -1.238 0.850  0.199
H 1.602 -0.614 -0.749  0.196
H 3.948 -4.718 2.224  0.217
H -4.926 3.005 0.596  0.239
H -3.083 -1.603 -0.857  0.199
H -4.591 -3.516 -0.261  0.200
H -3.961 -4.870 0.695  0.219
H -1.154 2.580 -3.086  0.246
H 2.297 -0.393 0.886  0.218
H -1.220 -0.110 2.312  0.231
H 1.714 -0.359 3.263  0.196
H 3.124 -2.412 2.161  0.191
H 3.383 -5.025 0.574  0.205
H 0.067 2.491 3.165  0.183
H -4.508 1.453 -1.316  0.240
H 2.594 1.926 -1.291  0.232
H -1.877 -3.553 1.184  0.216
H 2.040 2.434 -5.215  0.212
H 2.351 3.308 -2.400  0.227
H -0.313 1.825 -5.275  0.243
H -4.347 -3.335 1.483  0.204

For the molar mass, the calculation gives 376.6 g/mol. The value obtained for the largest force on an atom is 2.572 eV/Å. Its total charge is +1. Its frontier orbital gap is 0.226 hartree. Its electronic energy is -1336.15593 hartree. Its spin multiplicity is 1. For the HOMO energy, the calculation gives -0.3824 hartree.

=====

Here is C13H25CdF2O8P as an isolated structure in a non-equilibrium geometry from the OMol25 dataset. Energies are from the ωB97M-V functional and the def2-TZVPD basis.

Each line ends with the natural charge from an NBO analysis.
Geometry (Å):
Cd -0.309 -0.964 -1.060  1.776
P 0.129 2.233 0.390  2.638
F -2.359 -1.110 -0.841  -0.928
F 1.812 -0.937 -1.068  -0.929
O -0.922 2.739 1.459  -0.814
O 0.620 -0.205 5.825  -0.678
O -0.224 0.955 -0.241  -1.181
O 1.482 2.284 1.186  -0.822
O 0.300 3.392 -0.713  -0.820
O -0.298 -0.212 -3.057  -0.599
O -0.274 -2.806 -2.322  -0.587
O -0.219 -2.226 0.730  -0.714
C 0.455 4.745 -0.299  -0.255
C -0.924 -2.079 3.045  -0.251
C -0.274 -1.099 -4.154  -0.071
C 1.222 -0.374 3.551  -0.233
C 0.381 -0.764 4.600  0.274
C 0.047 -2.542 -3.695  -0.067
C -0.289 -4.193 -2.037  -0.256
C -0.678 -1.612 4.327  -0.284
C 0.956 -0.854 2.279  -0.250
C 2.737 2.069 0.506  -0.275
C -0.066 -1.754 2.010  0.265
C -0.580 1.143 -3.395  -0.248
C -2.222 2.149 1.545  -0.260
H 3.529 2.061 1.245  0.200
H 2.027 0.326 3.715  0.225
H -1.319 -1.920 5.147  0.209
H -1.266 -1.119 -4.610  0.179
H 2.907 2.862 -0.225  0.179
H 1.621 -0.575 1.468  0.255
H -1.733 -2.795 2.937  0.213
H -0.057 -4.780 -2.931  0.179
H -0.002 1.866 -2.834  0.216
H -2.434 1.409 0.771  0.233
H 2.656 1.135 -0.061  0.248
H -2.296 1.678 2.524  0.193
H 0.544 -4.434 -1.373  0.198
H -0.503 5.262 -0.218  0.189
H -0.846 -2.961 0.777  0.502
H 0.523 -0.800 -4.836  0.187
H -0.283 1.296 -4.441  0.168
H 1.095 5.285 -0.990  0.196
H 1.090 -2.816 -3.871  0.185
H 0.886 4.781 0.707  0.189
H -2.983 2.926 1.466  0.184
H -1.662 1.265 -3.362  0.193
H -0.570 -3.220 -4.292  0.175
H -0.167 -0.209 6.376  0.479
H -1.262 -4.502 -1.663  0.196

For the molar mass, the calculation gives 490.7 g/mol. The value obtained for the largest force on an atom is 2.385 eV/Å. Its total charge is 0. Its frontier orbital gap is 0.323 hartree. Its electronic energy is -1821.14468 hartree. Its spin multiplicity is 1. For the HOMO energy, the calculation gives -0.2963 hartree.

=====

Here is a 2-piece molecular cluster, C2HN2O5 overall in a non-equilibrium geometry from the OMol25 dataset. Energies are from the ωB97M-V functional and the def2-TZVPD basis.

Each line ends with the natural charge from an NBO analysis.
Geometry (Å):
O 1.601 -2.272 -0.517  -0.714
O -2.134 -0.191 -0.985  -0.553
O 1.311 1.843 1.514  -0.214
O 0.391 -1.254 1.114  -0.704
O -0.055 -0.768 -1.136  -0.452
N -0.954 0.067 -0.758  0.344
N 1.281 1.476 0.436  0.280
C -0.662 1.082 -0.021  -0.117
C 0.734 -1.557 0.002  0.960
H -1.514 1.575 0.351  0.170

For the molar mass, the calculation gives 133.0 g/mol. The value obtained for the largest force on an atom is 3.845 eV/Å. Its total charge is -1. Its frontier orbital gap is 0.283 hartree. Its electronic energy is -562.35611 hartree. Its spin multiplicity is 1. For the HOMO energy, the calculation gives -0.1669 hartree.

=====

Here is one molecule with the formula C8H16O in a non-equilibrium geometry from the OMol25 dataset. Energies are from the ωB97M-V functional and the def2-TZVPD basis.

Each line ends with the natural charge from an NBO analysis.
Geometry (Å):
O -0.925 0.310 1.562  -0.539
C 0.952 1.764 0.837  -0.675
C 2.241 -0.675 -1.731  -0.598
C -0.848 -1.315 -0.657  -0.428
C 0.075 -0.126 -0.539  -0.064
C 0.908 0.160 -1.743  -0.420
C -0.380 0.273 2.888  -0.253
C -2.204 -0.957 -1.308  -0.601
C 0.008 0.628 0.552  0.316
H -2.838 -1.844 -1.415  0.205
H 2.076 -1.742 -1.562  0.204
H -2.126 -0.495 -2.311  0.196
H 0.350 2.564 1.252  0.215
H 2.838 -0.561 -2.650  0.206
H -1.141 -0.019 3.612  0.198
H -1.100 -1.643 0.371  0.224
H 1.204 1.198 -1.913  0.206
H 1.508 2.093 -0.041  0.227
H -0.315 -2.141 -1.142  0.201
H 1.626 1.452 1.603  0.215
H -0.024 1.274 3.163  0.173
H 2.847 -0.272 -0.911  0.200
H -2.771 -0.269 -0.691  0.212
H 0.457 -0.484 2.939  0.172
H 0.304 -0.109 -2.602  0.205

For the molar mass, the calculation gives 128.2 g/mol. The value obtained for the largest force on an atom is 1.445 eV/Å. Its total charge is 0. As for the SMILES: CCC(CC)=C(C)OC. Its frontier orbital gap is 0.342 hartree. Its electronic energy is -389.61636 hartree. Its spin multiplicity is 1. For the HOMO energy, the calculation gives -0.3055 hartree.

=====

| no. | LUMO level (hartree) |
| --- | --- |
| 1 | 0.1173 |
| 2 | -0.1559 |
| 3 | 0.0264 |
| 4 | 0.1157 |
| 5 | 0.0362 |